Entry 1:
The following is a quantum chemistry calculation of C47H40Cl2N3O14SSiTi as an isolated structure, from the Open Molecules 2025 dataset.

```
109
Properties=species:S:1:pos:R:3:lowdin_charge:R:1
C -0.213 -3.645 -3.555 -0.103
C -2.016 1.774 -0.010 -0.545
H -0.935 -3.964 -2.808 0.102
C -5.198 -1.220 -3.143 -0.099
C -0.014 -2.277 -3.778 -0.287
H 5.127 0.524 5.465 0.082
O -0.123 -2.872 0.073 -0.186
N 0.364 2.055 0.227 0.195
H 0.340 -5.660 -4.034 0.094
O 2.165 -2.565 -1.674 -0.298
Cl 1.668 5.671 0.000 0.774
C 1.354 2.004 6.194 -0.066
H -0.703 1.816 2.879 0.112
C -2.991 -1.638 -4.759 -0.095
O -1.372 6.325 -0.074 0.074
C 0.799 1.112 -3.238 -0.113
H 1.926 0.969 1.720 0.110
C 1.664 -2.877 -5.429 -0.105
C -4.269 -1.787 -5.280 -0.111
C 0.989 2.900 5.194 -0.280
H 0.423 4.391 -4.030 0.090
H -3.553 -5.821 -0.006 0.094
C -1.615 5.074 -0.558 -0.472
H 1.586 0.419 -2.963 0.087
H -0.583 6.320 0.480 0.039
C -0.534 0.679 -3.273 -0.255
H 6.185 1.306 1.303 0.097
H -4.860 -2.386 -0.006 0.079
C 0.748 4.217 0.000 -0.569
Cl 2.431 -1.521 -0.739 0.693
H -6.379 -1.709 -4.871 0.085
C 5.189 1.678 1.096 -0.097
H -2.551 1.353 -3.592 0.100
O -1.764 0.518 -0.133 -0.154
H 0.110 0.038 4.426 0.110
C -0.244 -6.476 0.286 -0.111
O 2.742 -2.038 0.560 -0.314
H -2.006 -7.715 0.188 0.083
C -1.397 1.337 3.571 -0.182
O -0.722 4.420 4.028 -0.290
H 5.671 2.022 4.710 0.071
H 0.441 -7.311 0.376 0.085
C 1.929 3.381 4.303 -0.041
H 1.621 4.074 3.532 0.109
C -1.504 1.638 -3.576 -0.087
H 4.198 0.141 2.225 0.113
C 2.802 1.493 1.355 -0.013
S -0.684 3.479 5.108 0.606
O -2.587 4.887 -1.224 0.135
H 2.953 0.878 7.056 0.113
H 0.609 1.643 6.892 0.116
Ti -0.770 -1.197 -0.091 1.000
C -0.890 -0.040 3.992 -0.088
H -1.892 1.726 5.585 0.105
O -1.556 -2.005 2.807 0.047
C 0.158 3.358 -3.828 -0.118
H -2.134 -1.806 -5.404 0.098
C 0.935 -1.918 -4.733 -0.098
C 2.668 1.590 6.288 -0.040
O 1.225 -0.640 -0.622 -0.470
C 1.144 2.427 -3.520 -0.101
C -0.604 4.045 -0.215 -0.058
H 1.113 -0.869 -4.944 0.089
C -2.781 -1.283 -3.423 -0.262
H 2.034 -4.974 -5.714 0.084
H 5.502 1.925 6.467 0.076
C 3.251 2.970 4.421 -0.037
C 1.455 -4.226 -5.184 -0.119
C -0.877 -0.983 2.783 -0.629
C 4.080 1.033 1.623 -0.080
H -6.057 -1.051 -2.503 0.095
Si -1.021 -1.076 -2.693 0.805
C -4.392 -3.367 -0.050 -0.027
H 3.608 4.040 -0.741 0.074
C 0.506 -4.609 -4.244 -0.095
C -2.905 -3.194 0.002 -0.329
C -0.777 2.642 -0.046 -0.104
C 3.740 3.229 -0.041 -0.049
C 2.642 2.602 0.533 -0.175
C -3.914 -1.071 -2.631 -0.100
N -1.622 2.213 4.741 -0.135
C 3.635 2.071 5.404 -0.269
H -3.781 -0.772 -1.598 0.090
H -4.753 -3.966 0.793 0.078
O 3.486 -0.670 -1.216 -0.327
H -1.569 -0.476 4.730 0.113
O -3.096 2.290 0.227 0.076
C -0.618 -4.100 0.136 -0.283
H -4.401 -2.063 -6.321 0.087
H -1.951 3.679 -4.052 0.095
H 2.187 2.727 -3.483 0.093
C -2.022 -4.302 0.062 -0.111
C -1.170 2.959 -3.850 -0.099
O -2.467 -1.963 -0.016 -0.184
C -1.620 -6.702 0.184 -0.127
H 3.987 3.340 3.718 0.111
O -0.154 -0.557 1.805 -0.122
H 5.871 3.253 -0.194 0.096
N 1.307 3.010 0.241 -0.043
C 0.248 -5.181 0.261 -0.003
H 1.308 -4.965 0.316 0.118
C -2.489 -5.637 0.075 -0.046
H -4.712 -3.861 -0.973 0.084
C 5.014 2.771 0.260 -0.091
H -2.349 1.244 3.046 0.132
O -1.066 3.860 6.443 -0.312
C -5.380 -1.585 -4.469 -0.123
C 5.064 1.612 5.517 -0.053
H 2.406 -2.566 -6.156 0.088
```

## Properties
Total charge = -2
E_tot = -149397.3642 eV
Energy relative to the best compared isomer or geometry (same formula, charge and spin) = 0.0 kJ/mol
Gap between HOMO and LUMO (spin up / spin down) = 4.751 / 6.188 eV
<S²> = 0.7833
Max |F| = 1.0 eV/Å
Spin multiplicity = 2
HOMO (spin up / spin down) = -1.098 / -2.535 eV

Entry 2:
The following is a quantum chemistry calculation of C8H9IrNO5 as an isolated structure in a non-equilibrium geometry, from the Open Molecules 2025 dataset.

```
24
Properties=species:S:1:pos:R:3:lowdin_charge:R:1
C -1.434 1.992 -3.207 -0.178
O 0.382 0.556 0.080 -0.110
C -1.861 1.931 -0.315 -0.169
O 2.093 0.380 -3.020 0.256
H 2.221 0.119 1.812 0.159
Ir -0.448 1.553 -1.638 1.379
C 0.257 -2.475 1.991 0.098
N 0.554 -1.134 1.486 0.026
H 0.762 -2.585 2.953 0.132
C 1.314 -0.228 2.322 0.091
H -0.330 -1.530 -1.570 0.117
C -0.773 -1.501 -0.566 0.056
H -0.826 -2.613 2.130 0.167
H 0.715 0.646 2.610 0.158
O -2.035 2.252 -4.162 0.301
H 1.594 -0.783 3.219 0.132
O 0.856 4.525 -1.421 0.298
C 0.071 -0.671 0.336 -0.346
O -2.612 2.118 0.540 0.254
H -1.779 -1.064 -0.643 0.124
H 0.619 -3.247 1.296 0.162
H -0.868 -2.527 -0.196 0.112
C 1.134 0.807 -2.541 -0.175
C 0.396 3.479 -1.493 -0.041
```

## Properties
Total charge = +3
E_tot = -22970.3760 eV
Energy relative to the best compared isomer or geometry (same formula, charge and spin) = 0.0 kJ/mol
Gap between HOMO and LUMO (spin up / spin down) = 7.657 / 7.350 eV
<S²> = 6.0276
Max |F| = 9.2 eV/Å
Spin multiplicity = 5
HOMO (spin up / spin down) = -19.413 / -24.179 eV

Entry 3:
The following is a quantum chemistry calculation of C2H4Cl4GeNO6Zr as an isolated structure, from the Open Molecules 2025 dataset.

```
19
Properties=species:S:1:pos:R:3:lowdin_charge:R:1
O 0.162 1.821 -2.624 -0.387
O -1.481 1.079 -4.270 -0.078
C -1.034 -1.255 1.513 -0.041
Cl 2.141 -0.948 -0.389 0.175
H -0.300 -2.202 -0.174 0.103
Cl 3.574 1.845 3.439 0.364
O -1.746 0.804 -1.863 -0.356
O -0.135 -0.442 -2.928 -0.349
Ge 2.457 0.876 1.976 0.541
H -1.754 -1.515 -0.433 0.132
H -0.772 -2.166 2.045 0.158
H -2.063 -0.979 1.746 0.164
O 0.791 -0.059 2.698 -0.049
Cl 2.014 2.327 0.186 0.242
N -0.855 -1.372 0.026 -0.038
Zr 0.311 0.538 -0.807 1.455
C -0.142 -0.085 1.866 -0.558
Cl -0.875 0.825 -3.065 0.775
O -0.293 0.908 1.058 -0.253
```

## Properties
Total charge = +2
E_tot = -123779.4878 eV
Energy relative to the best compared isomer or geometry (same formula, charge and spin) = 0.0 kJ/mol
Gap between HOMO and LUMO (spin up / spin down) = 8.345 / 8.381 eV
<S²> = 0.7547
Max |F| = 0.9 eV/Å
Spin multiplicity = 2
HOMO (spin up / spin down) = -17.484 / -19.456 eV

Entry 4:
The following is a quantum chemistry calculation of the molecule C4H8N2S2 in a non-equilibrium geometry, from the Open Molecules 2025 dataset.

```
16
Properties=species:S:1:pos:R:3:lowdin_charge:R:1
S -0.548 3.194 0.782 0.635
S -1.717 -1.925 1.041 0.713
C 0.676 -0.627 0.591 -0.235
H -2.300 -0.786 0.607 -0.135
H 0.202 -2.742 0.243 0.045
H 0.568 -0.725 1.693 0.103
C 0.280 1.084 -1.207 -0.226
C -0.066 1.669 1.098 -0.683
H 0.731 0.638 -2.998 0.063
N 0.192 0.719 0.169 -0.166
H -0.036 2.094 -1.436 0.068
H 0.040 1.281 2.134 0.083
H 1.733 -0.716 0.243 0.130
C -0.201 -1.768 0.105 -0.590
H -0.390 -1.658 -1.028 0.093
N 0.836 0.267 -2.037 0.102
```

## Properties
E_tot = -28927.6443 eV
Energy relative to the best compared isomer or geometry (same formula, charge and spin) = 64.1 kJ/mol
Gap between HOMO and LUMO = 8.740 eV
Max |F| = 2.9 eV/Å
Spin multiplicity = 1
HOMO = -8.762 eV
SMILES = [H]/N=C/N(C=S)CCS

Question: spin multiplicity of number 2 (C8H9IrNO5)?
Answer: 5

Please write out number 4 again, unchanged.
The following is a quantum chemistry calculation of the molecule C4H8N2S2 in a non-equilibrium geometry, from the Open Molecules 2025 dataset.

```
16
Properties=species:S:1:pos:R:3:lowdin_charge:R:1
S -0.548 3.194 0.782 0.635
S -1.717 -1.925 1.041 0.713
C 0.676 -0.627 0.591 -0.235
H -2.300 -0.786 0.607 -0.135
H 0.202 -2.742 0.243 0.045
H 0.568 -0.725 1.693 0.103
C 0.280 1.084 -1.207 -0.226
C -0.066 1.669 1.098 -0.683
H 0.731 0.638 -2.998 0.063
N 0.192 0.719 0.169 -0.166
H -0.036 2.094 -1.436 0.068
H 0.040 1.281 2.134 0.083
H 1.733 -0.716 0.243 0.130
C -0.201 -1.768 0.105 -0.590
H -0.390 -1.658 -1.028 0.093
N 0.836 0.267 -2.037 0.102
```

## Properties
E_tot = -28927.6443 eV
Energy relative to the best compared isomer or geometry (same formula, charge and spin) = 64.1 kJ/mol
Gap between HOMO and LUMO = 8.740 eV
Max |F| = 2.9 eV/Å
Spin multiplicity = 1
HOMO = -8.762 eV
SMILES = [H]/N=C/N(C=S)CCS

Question: spin multiplicity of number 3 (C2H4Cl4GeNO6Zr)?
Answer: 2

Repeat the second record exactly.
The following is a quantum chemistry calculation of C8H9IrNO5 as an isolated structure in a non-equilibrium geometry, from the Open Molecules 2025 dataset.

```
24
Properties=species:S:1:pos:R:3:lowdin_charge:R:1
C -1.434 1.992 -3.207 -0.178
O 0.382 0.556 0.080 -0.110
C -1.861 1.931 -0.315 -0.169
O 2.093 0.380 -3.020 0.256
H 2.221 0.119 1.812 0.159
Ir -0.448 1.553 -1.638 1.379
C 0.257 -2.475 1.991 0.098
N 0.554 -1.134 1.486 0.026
H 0.762 -2.585 2.953 0.132
C 1.314 -0.228 2.322 0.091
H -0.330 -1.530 -1.570 0.117
C -0.773 -1.501 -0.566 0.056
H -0.826 -2.613 2.130 0.167
H 0.715 0.646 2.610 0.158
O -2.035 2.252 -4.162 0.301
H 1.594 -0.783 3.219 0.132
O 0.856 4.525 -1.421 0.298
C 0.071 -0.671 0.336 -0.346
O -2.612 2.118 0.540 0.254
H -1.779 -1.064 -0.643 0.124
H 0.619 -3.247 1.296 0.162
H -0.868 -2.527 -0.196 0.112
C 1.134 0.807 -2.541 -0.175
C 0.396 3.479 -1.493 -0.041
```

## Properties
Total charge = +3
E_tot = -22970.3760 eV
Energy relative to the best compared isomer or geometry (same formula, charge and spin) = 0.0 kJ/mol
Gap between HOMO and LUMO (spin up / spin down) = 7.657 / 7.350 eV
<S²> = 6.0276
Max |F| = 9.2 eV/Å
Spin multiplicity = 5
HOMO (spin up / spin down) = -19.413 / -24.179 eV